(1)
A 12-piece molecular cluster, C50H70Cl2F40O11 overall in a non-equilibrium geometry, computed with the ωB97M-V functional and the def2-TZVPD basis.

Positions of all 173 atoms, in Å:
C  -2.108  2.364  -6.792
C  -0.782  2.884  -7.448
C  -1.117  3.241  -8.925
F  -0.034  3.472  -9.679
F  -1.828  2.302  -9.562
F  -0.422  3.957  -6.745
F  0.186  1.980  -7.402
O  -1.832  1.996  -5.443
C  -2.354  0.723  -4.911
C  -1.904  0.469  -3.442
F  -2.396  1.501  -2.673
F  -2.383  -0.667  -2.967
F  -3.694  0.726  -5.086
F  -1.829  -0.227  -5.709
H  -2.474  1.490  -7.330
H  -2.897  3.117  -6.802
H  -1.636  4.198  -8.973
H  -0.823  0.395  -3.322
C  5.611  0.342  4.357
C  7.002  -0.412  4.196
C  8.148  0.469  3.816
F  8.298  1.464  4.624
F  9.345  -0.048  3.691
F  7.270  -1.154  5.283
F  6.829  -1.240  3.201
O  5.273  1.317  3.385
C  4.888  1.068  2.037
C  4.083  2.283  1.561
F  4.723  3.398  1.850
F  3.535  2.310  0.337
F  5.941  0.769  1.292
F  4.162  -0.023  2.089
H  5.688  0.957  5.254
H  4.867  -0.382  4.689
H  7.990  0.929  2.840
H  3.163  2.314  2.145
C  -1.321  4.899  -1.781
C  -0.754  5.054  -3.256
C  -1.685  5.774  -4.179
F  -2.144  6.870  -3.640
F  -1.155  6.120  -5.362
F  0.523  5.471  -3.208
F  -0.729  3.855  -3.726
O  -2.483  4.025  -1.707
C  -3.588  4.407  -0.897
C  -4.631  3.289  -0.660
F  -5.701  3.765  0.095
F  -5.129  2.714  -1.706
F  -3.150  4.770  0.286
F  -4.068  5.585  -1.474
H  -1.546  5.873  -1.346
H  -0.613  4.510  -1.049
H  -2.573  5.163  -4.341
H  -4.135  2.582  0.005
C  -0.250  -1.298  0.384
C  1.216  -1.682  0.644
C  1.826  -2.718  -0.326
F  1.188  -3.905  -0.307
F  1.913  -2.374  -1.555
F  1.910  -0.517  0.674
F  1.236  -2.160  1.876
O  -0.691  -0.393  1.425
C  -1.637  0.574  1.056
C  -1.920  1.484  2.309
F  -2.988  2.249  2.079
F  -2.107  0.816  3.437
F  -1.300  1.295  0.031
F  -2.677  -0.104  0.555
H  -0.899  -2.168  0.292
H  -0.281  -0.881  -0.622
H  2.814  -3.066  -0.023
H  -1.074  2.117  2.575
C  5.076  -6.739  -1.501
C  3.532  -6.811  -1.256
C  3.191  -7.046  0.251
F  1.949  -6.786  0.697
F  3.690  -8.161  0.813
F  3.118  -5.503  -1.430
F  2.990  -7.691  -2.085
O  5.766  -6.037  -0.461
C  6.872  -6.758  0.195
C  7.432  -5.970  1.399
F  7.696  -4.678  1.229
F  6.678  -6.162  2.457
F  6.585  -7.926  0.686
F  7.836  -6.886  -0.772
H  5.452  -6.124  -2.319
H  5.424  -7.746  -1.733
H  3.724  -6.232  0.741
H  8.396  -6.382  1.695
C  2.564  2.010  -3.312
C  2.373  1.800  -4.761
C  2.767  0.383  -4.985
O  2.248  -0.244  -3.832
C  2.035  0.633  -2.741
H  2.035  2.902  -2.977
H  3.618  2.102  -3.049
H  2.915  2.556  -5.330
H  1.323  1.856  -5.050
H  3.852  0.285  -5.027
H  2.328  0.100  -5.942
H  2.538  0.347  -1.817
H  1.029  0.976  -2.496
C  3.035  -4.261  5.339
C  3.734  -3.235  4.347
C  3.721  -3.951  3.061
O  2.714  -4.967  3.086
C  2.028  -4.822  4.349
H  2.523  -3.934  6.244
H  3.591  -5.159  5.610
H  4.685  -2.874  4.739
H  3.053  -2.398  4.187
H  4.595  -4.578  2.883
H  3.653  -3.193  2.280
H  1.633  -5.806  4.600
H  1.218  -4.140  4.089
C  -5.336  2.767  4.663
C  -6.466  2.638  3.651
C  -7.753  2.431  4.490
O  -7.270  2.333  5.849
C  -5.864  2.096  5.878
H  -5.100  3.829  4.724
H  -4.359  2.398  4.352
H  -6.339  1.806  2.958
H  -6.562  3.512  3.007
H  -8.262  1.504  4.222
H  -8.454  3.261  4.406
H  -5.641  1.032  5.802
H  -5.455  2.560  6.776
C  -0.978  6.014  4.845
C  -0.427  6.652  3.582
C  -0.786  5.663  2.443
O  -1.063  4.389  3.176
C  -0.730  4.569  4.551
H  -2.064  6.090  4.898
H  -0.553  6.369  5.784
H  0.653  6.650  3.433
H  -0.854  7.620  3.317
H  -0.106  5.482  1.611
H  -1.726  5.894  1.942
H  0.348  4.426  4.634
H  -1.068  3.834  5.282
C  -0.403  -3.476  -4.598
C  -0.345  -4.636  -3.701
C  0.740  -5.507  -4.381
O  1.736  -4.562  -4.718
C  1.010  -3.386  -5.119
H  -0.746  -2.635  -3.996
H  -1.156  -3.571  -5.380
H  -1.184  -5.297  -3.486
H  -0.029  -4.288  -2.718
H  0.492  -6.134  -5.238
H  1.187  -6.230  -3.698
H  1.071  -3.080  -6.163
H  1.497  -2.636  -4.496
C  -7.494  -0.685  1.324
C  -8.300  0.150  0.347
C  -7.408  0.572  -0.742
O  -6.239  -0.167  -0.449
C  -6.092  -0.279  0.973
H  -7.660  -1.735  1.082
H  -7.600  -0.405  2.372
H  -8.590  1.067  0.859
H  -9.214  -0.342  0.015
H  -7.255  1.650  -0.792
H  -7.782  0.170  -1.683
H  -5.659  0.627  1.398
H  -5.392  -1.081  1.205
C  -2.346  -2.504  3.905
Cl  -1.852  -4.166  4.084
Cl  -3.997  -2.241  3.397
H  -2.178  -2.005  4.860
H  -1.701  -2.032  3.164

As for the expectation value of S²: 0.754. The calculation puts the total energy at -209234.36842 eV. The molar mass comes out at 1677.9 g/mol. Its spin multiplicity is 2. As for the gap between HOMO and LUMO (alpha / beta): 8.33 / 2.21 eV. The value obtained for the HOMO energy (alpha / beta) is -0.399 / -0.399 Eh. As for the net charge: +1.

=====

(2)
C50H71BeN6O7 as an isolated structure in a non-equilibrium geometry, computed with the ωB97M-V functional and the def2-TZVPD basis.

Positions of all 135 atoms, in Å:
Be  -2.558  2.417  -0.791
C  1.005  -0.444  -0.148
C  0.145  0.431  0.753
O  -1.029  0.893  0.174
H  0.316  -1.193  -0.564
H  1.772  -1.028  0.368
H  1.445  0.044  -1.019
H  0.804  1.266  1.051
H  -0.143  -0.175  1.626
N  -1.167  -2.694  4.955
C  -1.270  -1.901  3.891
C  -2.409  -1.171  3.523
C  -3.480  -1.248  4.407
C  -3.366  -2.022  5.539
C  -2.225  -2.779  5.760
H  -0.439  -1.880  3.192
H  -2.432  -0.578  2.619
H  -4.391  -0.707  4.178
H  -4.200  -2.137  6.220
H  -2.172  -3.512  6.555
N  -3.430  -4.897  0.674
C  -2.655  -3.920  1.154
C  -1.577  -3.409  0.483
C  -1.234  -3.930  -0.752
C  -2.000  -4.964  -1.238
C  -3.092  -5.441  -0.500
H  -2.883  -3.531  2.140
H  -0.906  -2.709  0.966
H  -0.464  -3.476  -1.365
H  -1.866  -5.386  -2.227
H  -3.802  -6.162  -0.882
N  -4.353  0.780  -0.133
C  -4.038  -0.434  0.317
C  -4.998  -1.366  0.720
C  -6.345  -1.039  0.590
C  -6.674  0.247  0.198
C  -5.657  1.085  -0.203
H  -3.009  -0.779  0.346
H  -4.749  -2.371  1.028
H  -7.049  -1.784  0.935
H  -7.705  0.569  0.164
H  -5.846  2.101  -0.527
N  -3.063  3.285  1.487
C  -2.641  2.573  2.534
C  -3.029  2.856  3.835
C  -3.900  3.904  4.069
C  -4.259  4.716  2.997
C  -3.870  4.324  1.735
H  -1.959  1.764  2.292
H  -2.598  2.303  4.658
H  -4.153  4.171  5.086
H  -4.816  5.624  3.179
H  -4.206  4.866  0.859
N  -0.074  -0.728  -5.921
C  0.071  -2.052  -6.012
C  0.704  -2.811  -5.034
C  1.105  -2.158  -3.872
C  0.968  -0.793  -3.774
C  0.337  -0.115  -4.818
H  -0.288  -2.497  -6.932
H  0.803  -3.872  -5.215
H  1.594  -2.763  -3.119
H  1.176  -0.240  -2.872
H  0.190  0.954  -4.753
N  -0.846  3.035  -2.492
C  0.405  2.602  -2.616
C  1.242  3.022  -3.638
C  0.752  3.819  -4.645
C  -0.548  4.296  -4.530
C  -1.294  3.885  -3.446
H  0.740  1.867  -1.892
H  2.253  2.648  -3.727
H  1.387  4.124  -5.466
H  -0.997  4.944  -5.270
H  -2.342  4.129  -3.336
C  4.676  4.481  2.815
C  4.368  3.567  1.661
O  4.327  4.045  0.542
C  4.006  2.115  1.842
H  5.525  4.153  3.414
H  3.763  4.591  3.406
H  4.942  5.465  2.435
H  4.103  1.530  0.932
H  3.023  2.008  2.302
H  4.769  1.666  2.486
C  4.833  0.918  -1.784
C  5.130  -0.381  -1.079
O  5.508  -0.420  0.070
C  4.856  -1.659  -1.832
H  4.752  0.750  -2.857
H  5.589  1.661  -1.539
H  3.873  1.276  -1.403
H  3.772  -1.829  -1.812
H  5.208  -2.509  -1.252
H  5.116  -1.623  -2.887
C  6.150  -1.183  3.457
C  4.919  -1.711  4.156
O  4.841  -1.676  5.361
C  3.718  -2.051  3.286
H  5.911  -0.270  2.906
H  6.463  -1.935  2.731
H  6.921  -0.908  4.171
H  3.993  -2.687  2.442
H  3.195  -1.152  2.963
H  3.035  -2.682  3.856
C  0.752  4.221  1.161
C  0.062  4.811  -0.047
O  -1.127  4.600  -0.190
C  0.844  5.777  -0.875
H  1.571  3.571  0.848
H  0.044  3.633  1.742
H  1.107  5.034  1.797
H  1.916  5.630  -0.731
H  0.713  6.803  -0.521
H  0.549  5.735  -1.923
C  2.863  -4.028  -0.452
C  1.924  -4.720  0.505
O  1.297  -4.068  1.309
C  1.713  -6.208  0.363
H  3.399  -3.218  0.033
H  2.303  -3.685  -1.324
H  3.588  -4.744  -0.850
H  1.553  -6.474  -0.684
H  0.852  -6.540  0.934
H  2.637  -6.671  0.717
C  -3.529  -0.023  -4.592
C  -2.822  -0.092  -3.281
O  -2.784  0.911  -2.583
C  -2.203  -1.370  -2.793
H  -3.511  1.020  -4.909
H  -4.594  -0.218  -4.449
H  -3.052  -0.664  -5.330
H  -3.000  -2.109  -2.701
H  -1.559  -1.187  -1.935
H  -1.508  -1.723  -3.562

The calculation puts the total energy at -76667.51487 eV. The molar mass comes out at 877.2 g/mol. Its spin multiplicity is 1. As for the gap between HOMO and LUMO: 6.35 eV. The value obtained for the HOMO energy is -0.374 Eh. As for the net charge: +1. The energy above the lowest of the compared OMol25 structures with the same formula, charge and spin is 0.0 kJ/mol.

=====

Q: What is the formula in the second record?
A: C50H71BeN6O7